No. 1
{
  "formula": "C19H37Cl2NO6P2S2",
  "method": "ωB97M-V with the def2-TZVPD basis set",
  "symbols": ["C", "O", "C", "C", "C", "C", "C", "C", "C", "C", "C", "C", "S", "C", "O", "S", "O", "O", "C", "P", "C", "C", "P", "O", "Cl", "C", "Cl", "C", "C", "C", "N", "O", "H", "H", "H", "H", "H", "H", "H", "H", "H", "H", "H", "H", "H", "H", "H", "H", "H", "H", "H", "H", "H", "H", "H", "H", "H", "H", "H", "H", "H", "H", "H", "H", "H", "H", "H", "H", "H"],
  "xyz": [[-3.7765, 1.7449, -2.6567], [-3.8178, 2.5118, -3.8288], [-2.5244, 2.8645, -4.2904], [-1.9181, 4.0278, -3.4825], [-0.7015, 3.5327, -2.6961], [-0.0451, 4.6383, -1.8203], [1.4543, 4.3098, -1.6908], [1.6015, 3.0554, -0.7860], [2.2383, 1.8514, -1.4879], [2.5631, 0.7713, -0.4229], [2.3088, -0.6862, -0.9178], [0.9943, -1.4051, -0.5020], [-0.3658, -0.1533, -0.4421], [0.5566, -2.2676, -1.7159], [0.7108, -3.6815, -1.5503], [-0.6821, -4.3542, -0.9839], [-1.6662, -4.2538, -1.9975], [-1.1060, -3.2070, 0.1243], [-0.1719, -3.0146, 1.2240], [-1.2829, -1.9324, 2.4018], [-2.9428, -1.7535, 1.6387], [-1.4420, -2.6690, 4.0856], [0.0712, -4.5947, 2.2303], [-1.4688, -5.1690, 2.1762], [1.0920, -6.1082, 1.2344], [1.1320, -2.1959, 0.8507], [2.6039, -3.2734, 0.8087], [1.5706, -1.1622, 1.9309], [1.9321, -1.7450, 3.2980], [1.5334, -0.8102, 4.4258], [2.3593, -0.8607, 5.5676], [0.6087, -0.0607, 4.3804], [-4.7313, 1.2368, -2.5567], [-3.6457, 2.3489, -1.7516], [-3.0012, 0.9731, -2.6787], [-2.5541, 3.1103, -5.3480], [-1.8850, 1.9841, -4.1747], [-2.6178, 4.4250, -2.7519], [-1.5725, 4.8465, -4.1100], [-0.9694, 2.6819, -2.0727], [0.0853, 3.1630, -3.3532], [-0.2182, 5.6267, -2.2367], [-0.4872, 4.5245, -0.8351], [1.9601, 5.1240, -1.1810], [1.8864, 4.1022, -2.6651], [2.2149, 3.2638, 0.0898], [0.6201, 2.7485, -0.4356], [3.1605, 2.1543, -1.9764], [1.5823, 1.4389, -2.2526], [2.1235, 1.0009, 0.5385], [3.6406, 0.8506, -0.2746], [3.1919, -1.2444, -0.6205], [2.3968, -0.6013, -1.9940], [-0.0552, 0.6882, 0.5551], [-0.4730, -2.0344, -1.9914], [1.1206, -2.0160, -2.6025], [-2.8334, -1.4749, 0.5994], [-3.5445, -2.6627, 1.6417], [-3.4693, -0.9367, 2.1169], [-2.1456, -3.5003, 4.1121], [-1.8748, -1.9030, 4.7225], [-0.5073, -2.9827, 4.5298], [-2.0766, -4.4811, 1.8577], [0.9434, -0.2880, 1.9738], [2.5261, -0.8100, 1.5506], [3.0055, -1.8599, 3.4042], [1.4950, -2.7159, 3.5335], [2.0042, -0.1888, 6.2398], [3.2858, -0.5416, 5.2920]],
  "atomic_forces_ev_per_a": [[-0.3, -0.2, 0.4], [0.1, -0.1, -0.6], [0.0, 0.4, 0.6], [0.9, -0.8, 0.3], [0.3, 0.9, 0.2], [0.4, -1.3, -0.6], [-0.8, -0.3, 1.3], [0.5, -0.1, -1.0], [-0.4, -0.1, 1.0], [0.5, -0.3, -1.1], [0.6, 1.0, 0.9], [0.7, 0.3, -0.4], [-0.6, -0.2, -0.2], [-0.2, 0.0, -0.5], [-0.9, 0.5, 0.8], [1.6, -1.4, 0.7], [-1.3, 0.6, -1.0], [0.7, 0.2, -0.4], [-0.9, -0.5, 0.0], [1.1, 2.1, 0.2], [0.0, -1.2, -0.1], [-1.1, -0.6, -0.4], [0.4, -0.1, 1.0], [0.2, 0.4, -0.4], [-0.4, 0.0, -0.2], [-0.3, 0.8, 0.4], [-0.3, -0.2, -0.4], [0.9, -0.7, -0.4], [-0.3, 0.7, 0.7], [1.0, -0.3, 0.2], [0.2, 0.3, -0.3], [-1.4, 0.7, -0.1], [-0.2, 0.0, -0.1], [0.2, 0.1, 0.0], [0.2, 0.0, -0.1], [-0.4, 0.0, -0.1], [0.2, 0.0, -0.1], [-0.4, 0.1, -0.2], [-0.2, 0.1, -0.2], [-0.1, -0.1, 0.1], [-0.2, -0.1, -0.4], [-0.1, 0.1, 0.0], [-0.1, 0.7, 0.2], [0.3, 0.3, -0.3], [0.2, 0.3, -0.1], [0.0, 0.2, 0.1], [-0.1, 0.0, 0.2], [0.1, 0.1, -0.1], [-0.2, 0.1, -0.1], [-0.3, 0.0, 0.0], [0.1, -0.1, 0.3], [-0.2, -0.5, 0.1], [-0.4, -0.3, -0.3], [0.3, -0.2, 0.0], [-0.2, -0.2, 0.1], [0.4, 0.1, 0.0], [0.3, 0.1, -0.2], [-0.3, 0.0, 0.1], [0.0, 0.0, 0.4], [0.1, -0.3, 0.1], [0.1, 0.4, -0.1], [0.2, 0.0, -0.1], [0.0, -0.3, -0.1], [-0.5, -0.2, 0.4], [0.0, 0.1, -0.2], [0.2, -0.4, -0.2], [0.0, -0.1, -0.1], [-0.1, 0.0, 0.0], [0.2, -0.6, 0.2]],
  "nbo_charge": [-0.25, -0.53, -0.06, -0.43, -0.39, -0.39, -0.40, -0.39, -0.40, -0.40, -0.43, -0.16, -0.02, -0.11, -0.69, 1.80, -0.92, -0.79, -0.35, 0.79, -0.94, -0.95, 1.13, -0.99, -0.30, 0.01, -0.05, -0.46, -0.53, 0.70, -0.85, -0.58, 0.19, 0.16, 0.17, 0.19, 0.16, 0.21, 0.20, 0.20, 0.19, 0.20, 0.20, 0.21, 0.20, 0.20, 0.19, 0.20, 0.20, 0.20, 0.21, 0.23, 0.22, 0.14, 0.21, 0.21, 0.27, 0.21, 0.25, 0.22, 0.26, 0.25, 0.50, 0.26, 0.23, 0.23, 0.25, 0.38, 0.38],
  "total_charge": 0,
  "homo_energy_ev": -8.0,
  "e_tot_ev": -99369.6193
}

***

No. 2
{
  "formula": "C19H38Cl2NO4SiZn",
  "method": "ωB97M-V with the def2-TZVPD basis set",
  "symbols": ["Zn", "Cl", "C", "Cl", "C", "O", "O", "H", "C", "N", "C", "C", "O", "H", "H", "H", "H", "H", "H", "H", "C", "C", "O", "H", "H", "H", "C", "C", "C", "C", "Si", "C", "C", "C", "C", "C", "C", "C", "C", "H", "H", "H", "H", "H", "H", "H", "H", "H", "H", "H", "H", "H", "H", "H", "H", "H", "H", "H", "H", "H", "H", "H", "H", "H", "H", "H"],
  "xyz": [[-0.4702, 0.3936, -0.1624], [-1.9568, 5.1686, -1.4287], [-0.6771, 4.0018, -1.9976], [1.0110, 4.6920, -1.8906], [-0.5950, 2.7044, -1.1868], [-0.5480, 2.7515, 0.0862], [-0.5382, 1.6676, -1.9029], [-0.9683, 3.7369, -3.0075], [-4.7094, 2.6556, -0.0774], [-4.3569, 3.4100, 1.0997], [-3.0007, 3.3709, 1.6068], [-5.2917, 4.2557, 1.6797], [-6.4802, 4.3435, 1.2502], [-5.0438, 1.6302, 0.1407], [-3.7984, 2.5219, -0.7135], [-5.4398, 3.1955, -0.6071], [-2.3304, 3.8135, 0.8829], [-2.7001, 2.3444, 1.7587], [-2.9729, 3.8470, 2.5981], [-4.8378, 4.7746, 2.4716], [-3.4965, -0.6022, -0.8647], [-2.4340, -0.1619, 0.1931], [-2.7862, -0.4106, 1.3335], [-3.1248, -1.2437, -1.6716], [-3.8991, 0.2426, -1.4526], [-4.3007, -1.1121, -0.3845], [2.4643, -3.2987, -1.7494], [1.4570, -2.1507, -1.7419], [0.0346, -2.7388, -1.9635], [1.7788, -1.1208, -2.8167], [1.4181, -1.0700, -0.0242], [0.8579, -2.0942, 1.6359], [-0.2484, -3.0810, 1.2904], [0.2716, -1.1444, 2.7099], [2.0229, -2.8734, 2.2700], [3.2013, -0.1424, 0.1475], [4.4202, -1.1257, -0.0142], [3.2587, 1.0857, -0.7815], [3.1689, 0.3955, 1.6314], [2.3744, -3.9829, -2.6443], [2.3140, -3.9297, -0.8783], [3.5061, -3.0282, -1.7085], [-0.0518, -3.2075, -2.9436], [-0.7074, -1.9311, -2.0120], [-0.3322, -3.3982, -1.1860], [1.7552, -1.6613, -3.7881], [2.8808, -0.8988, -2.8161], [1.1553, -0.1710, -2.8750], [-1.0195, -2.5466, 0.6705], [-0.7620, -3.4326, 2.1709], [0.1278, -3.9296, 0.7866], [-0.7631, -0.9436, 2.3711], [0.8915, -0.2191, 2.8611], [0.0987, -1.6288, 3.6514], [2.4969, -3.4918, 1.4905], [1.6565, -3.5096, 3.0805], [2.9221, -2.3188, 2.5915], [4.6726, -1.2281, -1.0641], [4.0778, -2.1188, 0.3824], [5.2833, -0.8548, 0.5355], [3.1315, 0.9021, -1.8205], [4.2806, 1.4594, -0.5804], [2.4385, 1.7959, -0.4960], [2.9994, -0.4097, 2.3661], [2.2260, 0.9753, 1.6777], [3.9873, 1.0754, 1.8304]],
  "atomic_forces_ev_per_a": [[-0.2, 0.0, -0.2], [0.9, -0.6, -0.2], [0.1, 0.4, 0.5], [-1.1, -0.1, -0.4], [-0.1, 0.0, 1.5], [0.1, -0.6, -2.2], [-0.1, 0.5, 0.5], [0.5, 0.3, -0.1], [1.8, -1.0, 0.0], [-1.5, 1.4, 1.1], [-0.4, -0.2, 0.3], [-1.9, -2.6, -3.9], [2.9, 0.2, 1.5], [-0.1, 0.4, 0.2], [-0.6, 0.3, 0.5], [-1.0, 0.5, -0.7], [0.3, 0.2, 0.3], [0.1, -0.4, 0.0], [0.1, 0.1, -0.4], [0.2, 1.1, 1.5], [0.6, 0.8, -1.1], [-0.4, -0.6, -1.0], [-0.1, 0.2, 0.8], [0.5, -0.1, 0.3], [0.2, 0.0, 0.5], [-0.7, -0.3, 0.5], [-0.3, -0.9, -0.6], [-0.7, 0.3, 1.5], [0.0, 1.1, -0.3], [1.0, -0.1, -1.4], [0.1, 0.1, -0.1], [1.4, 0.4, 0.5], [-0.8, 1.6, -0.5], [-0.2, 0.9, -1.5], [0.8, -0.4, -1.0], [-0.7, -1.1, 1.0], [-2.5, -0.6, -0.1], [0.1, 0.1, 1.8], [-1.7, -0.3, -1.3], [-0.2, 0.7, 0.6], [-0.2, -0.3, 0.2], [0.3, 0.5, -0.1], [0.2, -0.4, -0.1], [0.1, 0.1, 0.1], [0.3, -0.3, -0.1], [-0.6, 0.3, 0.1], [-1.0, 0.3, 0.5], [0.7, -1.3, 0.3], [0.6, -0.7, 0.5], [-0.2, -0.1, 0.6], [0.4, -1.0, -0.8], [0.5, 0.8, 0.2], [-0.9, -0.8, -0.1], [0.4, -0.6, 0.7], [-0.4, -0.4, 0.2], [0.2, -0.1, 0.1], [-0.8, 0.3, 0.3], [0.1, -0.2, -0.2], [0.6, 0.7, -0.4], [1.0, 0.6, 0.6], [0.1, -0.4, -0.8], [-0.5, 0.7, -0.4], [1.0, -0.3, -0.1], [0.8, 0.5, -0.2], [0.5, 0.2, 0.2], [0.4, 0.0, 0.3]],
  "nbo_charge": [1.37, -0.05, -0.25, -0.04, 0.71, -0.75, -0.77, 0.24, -0.41, -0.41, -0.41, 0.51, -0.67, 0.21, 0.20, 0.22, 0.23, 0.22, 0.19, 0.11, -0.75, 0.03, -0.66, 0.21, 0.21, 0.20, -0.62, -0.47, -0.62, -0.64, 0.80, -0.47, -0.62, -0.65, -0.62, -0.45, -0.62, -0.63, -0.63, 0.19, 0.20, 0.21, 0.19, 0.21, 0.22, 0.19, 0.20, 0.24, 0.22, 0.20, 0.19, 0.25, 0.21, 0.20, 0.19, 0.19, 0.20, 0.20, 0.20, 0.20, 0.21, 0.19, 0.22, 0.21, 0.21, 0.20],
  "total_charge": -1,
  "homo_energy_ev": -4.3,
  "e_tot_ev": -111341.8094
}

***

No. 3
{
  "formula": "C19H38F13NOPS3Si2",
  "method": "ωB97M-V with the def2-TZVPD basis set",
  "symbols": ["C", "Si", "C", "C", "C", "F", "F", "C", "F", "F", "C", "F", "F", "C", "F", "F", "S", "F", "F", "F", "F", "F", "O", "Si", "C", "C", "C", "S", "P", "S", "H", "H", "H", "H", "H", "H", "H", "H", "H", "H", "H", "H", "H", "H", "H", "H", "H", "H", "C", "C", "C", "N", "C", "C", "C", "C", "C", "C", "H", "H", "H", "H", "H", "H", "H", "H", "H", "H", "H", "H", "H", "H", "H", "H", "H", "H", "H", "H"],
  "xyz": [[-2.4180, 6.7281, 2.5008], [-1.8199, 4.9945, 2.8726], [-2.9229, 3.6670, 2.0626], [-3.9140, 2.9323, 2.9966], [-3.4434, 1.9348, 4.0508], [-2.8175, 2.6020, 5.0473], [-4.5505, 1.3558, 4.5968], [-2.5276, 0.6904, 3.7564], [-1.3569, 1.0368, 3.1758], [-2.2239, 0.1653, 4.9564], [-3.2712, -0.4851, 2.9788], [-4.1446, -0.0121, 2.0800], [-3.9752, -1.1345, 3.9074], [-2.3822, -1.6490, 2.3566], [-1.3562, -1.8499, 3.1336], [-3.1292, -2.7310, 2.3862], [-1.7785, -1.5700, 0.5480], [-1.5932, -3.1676, 0.5541], [-3.2692, -1.7334, 0.0431], [-1.8979, 0.0040, 0.4786], [-0.2700, -1.4298, 1.0110], [-1.2880, -1.5656, -0.9534], [-0.2341, 4.7566, 2.3967], [0.3792, 5.3190, 0.9588], [1.9346, 4.3619, 0.6181], [1.7188, 2.8992, 1.0226], [2.6475, 1.9116, 0.2929], [3.4679, 0.7210, 1.4086], [-0.9579, 4.9573, -0.8312], [0.1410, 5.2988, -2.4289], [-3.3826, 6.7199, 1.9782], [-2.5913, 7.2300, 3.4613], [-1.7100, 7.3490, 1.9438], [-1.8524, 4.7953, 4.3309], [-3.5442, 4.1837, 1.3160], [-2.2914, 2.9914, 1.4942], [-4.6871, 2.4325, 2.4050], [-4.4368, 3.7062, 3.5750], [0.5864, 6.7745, 1.0575], [2.1921, 4.4478, -0.4450], [2.7499, 4.8330, 1.1835], [0.6904, 2.6213, 0.7690], [1.8207, 2.7944, 2.1061], [2.0529, 1.3247, -0.4113], [3.4422, 2.4249, -0.2531], [2.4581, 0.5858, 2.2799], [-1.4935, 3.6549, -0.8296], [-2.0674, 5.8238, -0.7710], [2.9948, -4.3519, -5.7771], [2.8662, -5.2120, -4.5180], [1.5212, -5.1072, -3.8010], [1.4151, -4.1038, -2.6670], [1.9018, -2.7457, -3.1016], [1.8908, -1.7331, -1.9703], [2.7207, -2.2300, -0.7910], [2.2418, -3.6036, -0.3345], [2.2126, -4.5983, -1.4825], [-0.0348, -4.0368, -2.3001], [3.0579, -3.2855, -5.5647], [3.8956, -4.6255, -6.3240], [2.1447, -4.5109, -6.4422], [3.7010, -5.0247, -3.8405], [2.9647, -6.2549, -4.8228], [1.2610, -6.0612, -3.3424], [0.7360, -4.8509, -4.5126], [2.9242, -2.8820, -3.4489], [1.2756, -2.4408, -3.9400], [2.3050, -0.7997, -2.3545], [0.8700, -1.5052, -1.6562], [2.6621, -1.5171, 0.0283], [3.7734, -2.2860, -1.0871], [1.2564, -3.5261, 0.1312], [2.9065, -3.9994, 0.4341], [1.7665, -5.5469, -1.1844], [3.2232, -4.7861, -1.8411], [-0.3673, -5.0381, -2.0367], [-0.5901, -3.6703, -3.1600], [-0.1793, -3.3681, -1.4600]],
  "atomic_forces_ev_per_a": [[-0.2, 0.1, 0.1], [0.1, -0.3, 0.5], [0.0, 0.2, 0.2], [-0.1, 0.1, -0.4], [0.0, 0.1, -0.1], [0.2, 0.0, 0.0], [-0.2, 0.2, 0.0], [-0.1, -0.3, -0.1], [-0.3, 0.1, -0.4], [0.2, 0.0, 0.0], [0.2, 0.3, 0.2], [0.2, 0.2, -0.4], [-0.3, -0.1, 0.3], [-0.7, 0.6, -0.3], [1.2, 0.0, 0.7], [-0.7, -0.7, -0.1], [-0.3, -0.1, 0.6], [0.0, 0.3, -0.1], [0.2, 0.1, -0.1], [-0.1, 0.1, 0.1], [0.3, 0.2, -0.1], [-0.1, 0.1, -0.2], [-0.5, 0.3, -0.6], [0.6, -0.1, 0.8], [0.1, 0.2, 0.0], [0.2, 0.0, -0.2], [-0.3, -0.3, 0.2], [0.2, 0.1, 0.1], [0.5, 0.3, -0.9], [0.0, 0.0, 0.1], [0.2, 0.0, 0.0], [0.1, 0.0, -0.2], [-0.1, -0.1, 0.0], [0.1, 0.0, 0.0], [0.1, -0.1, 0.1], [0.1, -0.3, 0.0], [0.2, 0.0, 0.1], [0.0, -0.3, 0.1], [-0.1, 0.0, -0.2], [-0.1, 0.0, 0.2], [-0.1, -0.2, -0.1], [0.0, -0.2, 0.2], [-0.1, 0.1, -0.1], [0.2, 0.2, -0.2], [-0.1, -0.1, 0.1], [0.0, 0.0, -0.1], [-0.3, 0.1, 0.3], [-0.2, -0.3, 0.3], [0.0, 0.0, 0.1], [0.0, 0.1, -0.2], [0.1, -0.1, 0.1], [-0.2, -0.1, -0.1], [0.0, 0.1, 0.1], [0.0, 0.0, 0.1], [-0.1, 0.0, -0.1], [-0.1, 0.1, 0.0], [0.0, 0.1, 0.1], [0.1, 0.0, 0.1], [0.0, 0.0, 0.0], [0.0, 0.0, 0.0], [0.0, 0.0, 0.0], [0.0, 0.0, 0.0], [0.0, 0.0, 0.1], [0.0, 0.0, 0.0], [0.0, 0.0, 0.0], [0.0, 0.0, 0.0], [0.0, 0.0, 0.0], [0.0, 0.0, -0.1], [0.1, 0.0, 0.0], [0.1, 0.0, 0.0], [0.0, 0.0, 0.0], [0.0, 0.0, 0.0], [0.0, -0.1, 0.0], [0.0, 0.0, 0.0], [0.0, 0.0, 0.0], [0.0, 0.0, 0.0], [0.0, 0.0, 0.0], [0.1, -0.2, -0.1]],
  "mulliken_charge": [-1.05, 0.25, -0.27, -1.18, 0.71, -0.29, -0.32, 0.59, -0.14, -0.32, 0.62, -0.28, -0.29, 0.54, -0.23, -0.27, 1.54, -0.43, -0.30, -0.27, -0.37, -0.36, -0.24, 0.44, -1.01, 0.03, -0.60, -0.26, 0.12, -0.39, 0.36, 0.33, 0.35, -0.22, 0.64, -0.05, 0.41, 0.43, -0.19, 0.43, 0.38, -0.12, 0.35, 0.27, 0.50, 0.11, 0.01, 0.10, -1.22, -0.44, -0.54, 0.23, -1.12, -0.10, -0.21, -0.45, -0.80, -0.88, 0.28, 0.39, 0.34, 0.23, 0.43, 0.43, 0.49, 0.49, 0.51, 0.51, -0.14, -0.14, 0.39, 0.01, 0.52, 0.45, 0.35, 0.37, 0.37, 0.16],
  "total_charge": 1,
  "homo_energy_ev": -10.2,
  "e_tot_ev": -116729.6685
}